Record 1
Formula: C38H33N4O3PPdS3
Source: OMol25
Level of theory: ωB97M-V/def2-TZVPD

Computed properties:
Frontier orbital gap (spin up / spin down) ... 7.404 / 6.654 eV
Calculated total energy ... -97317.398 eV
Spin multiplicity ... 3
E_HOMO (spin up / spin down) ... -7.3 / -7.8 eV

The geometry in XYZ format:
```
83
Properties=species:S:1:pos:R:3:forces:R:3
Pd -20.511673 12.814536 4.996690 0.03 0.01 0.41
C -18.489952 15.464248 5.311480 -0.20 -1.30 -1.78
C -18.229993 15.163352 6.752384 2.30 -0.84 1.60
C -18.224008 16.459812 7.541357 1.95 1.19 -0.02
C -19.207400 14.290951 7.499528 -3.81 0.11 -1.64
C -18.796703 13.927589 8.912767 0.16 -0.77 -1.40
O -19.047008 12.479155 9.023281 0.47 0.98 1.07
C -19.344464 12.058091 7.824456 0.36 1.01 -2.67
N -19.444654 12.962838 6.880517 0.72 -1.08 1.66
C -19.447729 10.599099 7.624985 -0.53 1.13 -0.40
C -18.618783 9.785718 8.361802 -0.31 -1.20 0.19
C -18.763126 8.420399 8.371266 -1.13 -1.37 -0.77
C -19.733582 7.894488 7.490778 -0.58 -0.40 0.03
C -20.628060 8.701028 6.748448 1.38 0.55 -0.47
C -20.445355 10.103807 6.785878 -1.80 -1.26 0.22
P -21.853940 11.288358 6.246668 1.54 -0.49 1.71
C -23.329845 10.419083 5.674631 0.77 -0.44 0.66
C -24.587093 10.638014 6.284606 2.48 0.87 -0.61
C -25.666111 10.039600 5.762637 -1.78 -1.17 -0.08
C -25.499644 9.121755 4.759037 -1.06 -2.46 -1.28
C -24.277544 8.857431 4.165885 0.27 -0.04 -1.00
C -23.151170 9.526521 4.627325 -0.21 -0.04 -0.87
C -22.207011 11.810965 8.015708 -0.27 -0.46 -1.91
C -22.507914 13.138421 8.118748 -0.51 1.84 0.38
C -22.656021 13.688213 9.401995 -0.16 -0.43 -0.46
C -22.646224 12.881214 10.544913 0.54 0.35 -1.55
C -22.513711 11.516569 10.403491 0.63 -0.53 -1.61
C -22.214280 10.991522 9.123411 -0.79 -0.09 1.35
H -17.644864 15.867378 4.691403 -0.55 -0.05 1.12
H -19.351465 16.128412 5.279524 -0.01 0.07 -0.38
H -18.752681 14.519968 4.744725 0.14 0.92 0.53
H -17.295246 14.546209 6.948286 -0.26 1.10 -0.77
H -19.195637 16.880516 7.489560 -1.06 0.57 -0.11
H -17.495589 17.246277 7.200050 -0.66 -0.86 -0.23
H -17.969589 16.393089 8.590948 -0.04 -0.52 0.42
H -20.230880 14.828425 7.370658 1.44 -0.81 0.79
H -19.393661 14.409954 9.637825 -0.10 0.50 1.06
H -17.725525 14.089429 8.904465 0.28 -0.03 1.01
H -17.878234 10.106224 9.017653 1.01 1.42 0.90
H -18.219177 7.745124 9.084881 -0.37 0.88 -1.06
H -19.859054 6.810642 7.412616 0.04 0.32 0.11
H -21.352618 8.279623 6.026084 0.43 0.06 0.86
H -24.599086 11.339585 7.073195 -0.37 0.57 0.87
H -26.683617 10.109865 6.121720 0.13 0.48 0.44
H -26.356023 8.427138 4.500662 0.87 1.28 0.00
H -24.173969 8.234476 3.249935 -0.24 0.16 1.02
H -22.200534 9.349560 4.086469 -0.37 0.36 0.63
H -22.606866 13.767174 7.197363 0.34 -0.45 1.09
H -22.802912 14.748505 9.479087 -0.02 0.35 0.17
H -22.577012 13.363035 11.476380 -0.51 0.35 1.25
H -22.570826 10.826050 11.218530 0.09 -0.10 0.49
H -22.071921 9.926999 9.045479 0.20 -0.22 -0.18
O -23.011415 16.101802 4.796350 -0.98 0.57 -0.57
C -22.339982 15.104222 4.698153 1.42 -0.22 0.43
O -21.502749 14.729436 5.610632 -0.33 -0.94 -0.95
C -22.423029 14.247675 3.396627 -1.51 2.54 -0.20
C -23.186483 14.755601 2.325493 0.17 -0.90 0.87
C -23.418444 13.872128 1.302647 -0.86 0.39 -2.08
C -22.915118 12.583575 1.326109 0.31 -1.98 0.93
C -22.118791 12.155667 2.411082 -0.57 2.29 -1.94
N -21.856572 13.083976 3.340841 0.94 -2.21 0.82
H -23.662981 15.721185 2.373210 0.22 0.13 0.11
H -24.005904 14.192967 0.395109 0.57 -0.36 1.17
H -23.188163 11.791700 0.612482 0.11 0.94 0.00
H -21.576280 11.220067 2.378190 -0.18 -0.01 0.51
S -19.783637 9.901786 -1.363520 0.06 0.05 -1.21
C -19.543359 10.120650 0.201864 0.43 0.71 3.56
S -18.565607 11.390937 1.128526 -0.30 -0.57 -1.19
C -19.044151 10.766935 2.683554 -0.35 -0.19 -0.58
N -19.822166 9.733352 2.611035 -0.08 -0.01 -0.91
N -20.085782 9.399639 1.248302 0.19 0.39 0.43
C -21.189504 8.519536 1.088120 -0.21 -0.84 0.10
C -21.123732 7.191904 1.523151 -1.47 -0.15 -0.52
C -22.253220 6.355815 1.397010 0.66 0.39 -0.25
C -23.413266 6.824452 0.758084 0.19 -2.98 1.06
C -23.461716 8.122329 0.407016 -0.86 1.24 -0.59
C -22.377756 8.974334 0.560086 -0.67 -0.10 0.06
S -18.559086 11.597310 4.121412 -0.07 -0.28 0.03
H -20.223032 6.782468 1.900735 0.75 -0.12 0.48
H -22.191909 5.332029 1.769266 0.00 0.26 -0.22
H -24.246771 6.087757 0.581676 0.81 1.13 0.26
H -24.415779 8.485550 0.039943 0.23 0.32 -0.25
H -22.560460 9.985270 0.271456 0.50 0.50 -0.17
```
Forces are in eV/Å.


Record 2
Formula: C38H34Br2N10OPTi
Source: OMol25
Level of theory: ωB97M-V/def2-TZVPD

Computed properties:
Frontier orbital gap (spin up / spin down) ... 4.621 / 7.375 eV
Calculated total energy ... -229395.030 eV
Spin multiplicity ... 3
E_HOMO (spin up / spin down) ... -7.1 / -9.8 eV
Net charge ... +1

The geometry in XYZ format:
```
87
Properties=species:S:1:pos:R:3:forces:R:3
Ti -0.208715 0.307525 -0.033350 -0.32 -1.67 -0.46
C 4.033398 1.190078 0.540248 -0.03 -0.01 -0.02
C 3.202839 2.261459 -0.121669 0.03 -0.24 0.16
C 3.633149 3.577816 -0.074736 0.05 0.06 0.02
C 2.862907 4.549824 -0.686231 0.07 0.05 0.03
C 1.722381 4.168407 -1.359020 -0.07 0.07 -0.03
C 1.369675 2.822822 -1.393267 -0.10 -0.16 -0.04
N 2.076880 1.891767 -0.739376 -0.23 0.18 -0.15
C 0.181367 2.377685 -2.190386 -0.07 -0.25 0.12
C -0.265385 3.189491 -3.191047 -0.27 0.13 -0.31
C -1.432642 2.839565 -3.925158 0.28 0.26 0.06
C -2.020152 1.645396 -3.685172 -0.10 -0.10 0.00
C -1.466974 0.756037 -2.731377 0.45 0.32 0.28
N -0.408563 1.169526 -1.910250 -0.14 0.68 -1.16
C -1.898091 -0.583695 -2.622007 0.08 -0.45 0.07
C -3.017606 -1.091024 -3.331983 -0.02 -0.01 0.01
C -3.316295 -2.419358 -3.254267 -0.03 -0.11 -0.04
C -2.477698 -3.277746 -2.522803 -0.04 0.02 -0.01
C -1.410966 -2.733029 -1.831697 0.05 0.04 -0.07
C -0.456554 -3.680230 -1.145953 -0.12 0.00 0.06
N -1.162914 -1.411009 -1.798513 -0.09 0.35 0.10
H 5.082966 1.482306 0.555607 0.00 0.00 0.00
H 3.943069 0.245520 -0.000378 0.01 0.13 0.05
H 3.719022 1.029852 1.577456 0.03 0.06 -0.13
H 4.549297 3.828403 0.445280 -0.02 0.00 -0.04
H 3.149011 5.594189 -0.643285 -0.01 -0.05 0.01
H 1.092735 4.915265 -1.816052 0.01 -0.01 -0.02
H 0.263215 4.095521 -3.433253 0.01 0.04 -0.02
H -1.828064 3.505879 -4.682527 0.06 -0.01 0.07
H -2.888496 1.357032 -4.260328 0.05 -0.03 0.05
H -3.638581 -0.439587 -3.930416 0.05 -0.02 0.05
H -4.168779 -2.814580 -3.794411 0.02 0.00 0.05
H -2.634345 -4.349336 -2.512608 0.00 0.07 -0.03
H -0.281177 -4.544507 -1.788791 -0.04 0.04 0.02
H -0.870903 -4.051468 -0.204363 0.03 0.02 -0.02
H 0.493609 -3.197192 -0.951896 0.05 0.02 0.01
C 4.324158 -3.035137 -0.632097 -0.13 0.12 -0.07
N 3.200193 -2.163084 -0.971619 0.13 -0.06 -0.10
C 2.900899 -1.732570 -2.241849 0.16 -0.10 0.11
C 1.801502 -0.941048 -2.135189 -0.08 0.09 -0.01
N 1.417451 -0.878436 -0.824537 0.59 -0.23 -0.11
C 2.275284 -1.612956 -0.143186 0.04 -0.19 -0.13
P 2.158571 -1.989934 1.609285 0.02 -0.05 0.16
C 0.393903 -2.472931 1.673177 0.31 0.04 0.11
N -0.610029 -1.729216 1.248325 -0.21 0.23 0.05
C -1.737560 -2.269878 1.803816 -0.04 -0.11 -0.14
C -1.407887 -3.371745 2.539218 -0.02 -0.01 -0.02
N -0.050253 -3.486188 2.451400 0.19 -0.41 0.28
C 0.757638 -4.535795 3.079565 -0.18 0.14 -0.11
C 1.806025 -0.342485 2.309277 -0.24 -0.61 0.05
N 0.820200 0.428868 1.890815 0.24 0.42 0.67
C 0.504942 1.259243 2.931784 0.28 0.20 0.00
C 1.317364 0.977518 3.991590 0.04 0.05 -0.03
N 2.130965 -0.045279 3.587190 0.40 -0.08 0.39
C 3.208348 -0.647681 4.380532 -0.19 0.14 -0.11
H 4.187105 -4.018064 -1.076654 -0.04 -0.02 -0.03
H 5.249169 -2.599846 -1.002989 0.00 0.03 -0.02
H 4.395617 -3.141267 0.445197 -0.04 0.02 0.05
H 3.493153 -2.019895 -3.095525 -0.03 0.01 0.06
H 1.267683 -0.418226 -2.909145 -0.02 0.01 0.05
H -2.717689 -1.853892 1.665732 0.03 0.01 -0.02
H -2.010728 -4.064682 3.105071 0.07 0.07 -0.05
H 0.093671 -5.205783 3.616898 -0.04 0.01 0.00
H 1.295118 -5.105053 2.326926 0.01 -0.01 -0.07
H 1.468193 -4.111711 3.782296 0.04 0.08 0.04
H -0.237113 2.031744 2.850451 -0.02 -0.01 -0.06
H 1.398242 1.423994 4.969830 0.00 -0.04 -0.08
H 3.260962 -0.136055 5.336486 -0.04 0.04 0.00
H 3.020297 -1.702326 4.558831 -0.06 -0.07 -0.01
H 4.162506 -0.537439 3.871658 0.01 0.03 -0.05
Br -0.559628 5.139977 1.294276 0.04 0.04 0.02
C -1.967046 3.933035 0.966870 -0.13 0.31 0.10
C -3.298849 4.382086 1.081273 0.20 0.08 0.01
C -4.336948 3.530781 0.865793 -0.13 -0.04 0.00
Br -6.105681 4.178926 1.022168 -0.03 0.00 -0.01
C -4.101634 2.175215 0.530971 0.03 -0.05 -0.05
C -5.100162 1.219516 0.249853 -0.11 0.18 0.05
C -4.733312 -0.046308 -0.086488 -0.03 -0.21 -0.05
C -3.373428 -0.388175 -0.125011 -0.16 -0.22 -0.05
N -2.407801 0.456515 0.146580 -0.28 0.48 0.12
C -2.763950 1.746574 0.446647 -0.02 -0.06 -0.04
C -1.669023 2.633959 0.644252 0.14 -0.28 -0.08
O -0.457905 2.141624 0.531506 -0.39 0.66 0.47
H -3.490143 5.414787 1.338290 0.04 -0.01 0.00
H -6.142949 1.505933 0.291945 0.03 0.01 0.00
H -5.470666 -0.796570 -0.336483 0.03 -0.01 0.01
H -3.081395 -1.389243 -0.407017 -0.02 -0.04 0.00
```
Forces are in eV/Å.